Here is the ion C8H7O2S with charge -1 in a non-equilibrium geometry from OMol25. Energies are from ωB97M-V with the def2-TZVPD basis set.

Output
HOMO level: -0.12224 hartree
Frontier orbital gap: 0.2535 Eh
Multiplicity: 1
Total charge: -1
Energy relative to the best compared isomer or geometry (same formula, charge and spin): 34.7 kJ/mol

```
18
C8H7O2S, DFT ωB97M-V with the def2-TZVPD basis set
C 2.467 0.999 0.102
C 1.759 1.032 1.317
C 1.852 0.608 -1.100
C 0.521 0.337 1.311
C 0.634 0.006 -1.140
C 0.032 -0.254 0.100
C -1.644 -2.112 -0.066
C -1.222 -0.804 0.052
O -3.768 -0.376 0.343
O -2.500 1.336 -0.966
S -2.621 0.547 0.278
H 3.500 1.457 -0.102
H 2.211 1.527 2.111
H 2.480 0.942 -2.015
H -0.097 0.274 2.096
H 0.176 -0.259 -2.135
H -2.764 -2.353 -0.146
H -1.017 -2.905 -0.039
```

Atom charges from the Löwdin analysis, given in e for atoms 1 to 5:
1 C -0.14
2 C -0.08
3 C -0.14
4 C -0.01
5 C -0.05